This record from the Open Molecules 2025 dataset describes C25H21BrN8O4Ti as an isolated structure. The level of theory is ωB97M-V with the def2-TZVPD basis set.

Each line ends with the Löwdin charge.
CARTESIAN COORDINATES (ANGSTROEM)
Ti  0.248  -0.639  -0.083  1.12
O  1.543  6.250  0.339  0.07
C  0.624  5.455  0.338  -0.68
O  -0.596  5.498  0.041  -0.01
C  0.937  3.980  0.636  -0.05
C  0.178  3.249  1.558  0.08
C  0.191  1.880  1.481  -0.18
N  0.896  1.236  0.528  0.02
C  1.706  1.923  -0.294  -0.18
C  1.794  3.297  -0.228  0.08
C  2.360  1.087  -1.329  -0.17
C  3.376  1.548  -2.148  0.04
C  3.908  0.698  -3.104  0.00
C  3.408  -0.590  -3.220  -0.01
C  2.398  -0.982  -2.365  -0.09
N  1.880  -0.170  -1.436  0.02
C  -0.668  0.984  2.287  -0.17
C  -1.297  1.370  3.459  0.04
C  -2.093  0.455  4.128  0.00
C  -2.246  -0.822  3.607  -0.02
C  -1.587  -1.137  2.436  -0.09
N  -0.814  -0.259  1.785  0.02
H  -0.487  3.776  2.229  0.14
H  2.427  3.877  -0.886  0.14
H  3.753  2.554  -2.035  0.13
H  4.704  1.039  -3.752  0.13
H  3.791  -1.280  -3.958  0.12
H  1.976  -1.978  -2.421  0.11
H  -1.150  2.366  3.853  0.13
H  -2.586  0.734  5.049  0.13
H  -2.859  -1.563  4.100  0.12
H  -1.675  -2.122  1.992  0.12
Br  -5.387  4.666  -0.400  0.93
C  -4.088  3.377  -0.697  -0.65
C  -2.758  3.754  -0.867  -0.04
C  -1.828  2.773  -1.086  0.03
N  -2.193  1.470  -1.111  -0.04
C  -3.477  1.080  -0.943  0.01
C  -4.445  2.024  -0.738  -0.05
H  -2.400  4.774  -0.793  0.11
H  -0.777  2.980  -1.231  0.14
H  -3.663  0.019  -0.986  0.14
H  -5.473  1.716  -0.612  0.12
O  -1.514  -0.676  -1.139  -0.21
N  -1.149  0.552  -1.335  -0.06
C  1.326  -6.409  -0.060  0.02
N  1.192  -4.963  0.080  -0.06
C  2.016  -4.130  0.949  0.02
C  1.418  -2.782  0.656  -0.45
O  1.708  -1.668  1.111  0.00
N  0.420  -2.881  -0.250  0.10
C  0.320  -4.199  -0.569  -0.37
N  -0.561  -4.653  -1.444  0.26
H  2.069  -6.757  0.652  0.11
H  1.659  -6.675  -1.063  0.11
H  0.382  -6.906  0.168  0.11
H  3.073  -4.165  0.680  0.16
H  1.910  -4.396  2.002  0.16
H  -1.197  -4.010  -1.886  0.14
H  -0.625  -5.630  -1.677  0.13

Values from the calculation:
total charge	+2
Kohn-Sham gap (spin up / spin down)	0.23886 / 0.19666	hartree
spin multiplicity	3
electronic energy	-5127.35419	hartree
strongest force on any atom	0.62	eV Å⁻¹


This record from the Open Molecules 2025 dataset describes C62H39Cl2I4N5OScSe as an isolated structure at a distorted geometry. The level of theory is ωB97M-V with the def2-TZVPD basis set.

Each line ends with the Löwdin charge.
CARTESIAN COORDINATES (ANGSTROEM)
Sc  -3.660  -24.944  3.802  1.09
I  -5.712  -32.914  9.423  0.81
C  -5.593  -31.257  8.120  -0.70
C  -6.620  -30.276  8.078  -0.13
C  -6.431  -29.135  7.314  -0.03
C  -5.192  -28.822  6.662  -0.13
C  -4.223  -29.840  6.775  -0.05
C  -4.364  -30.983  7.502  -0.16
C  -4.965  -27.443  6.050  -0.04
C  -5.818  -26.992  5.047  -0.24
C  -6.950  -27.746  4.614  0.01
C  -7.455  -27.112  3.484  0.04
C  -6.640  -25.936  3.243  -0.15
C  -6.899  -24.825  2.367  -0.01
C  -8.373  -24.589  2.074  -0.14
C  -9.186  -25.492  1.209  -0.12
C  -10.719  -25.345  1.302  -0.28
C  -11.192  -24.151  1.925  -0.62
I  -13.280  -23.722  2.291  0.76
C  -10.309  -23.287  2.573  -0.15
C  -8.921  -23.598  2.784  -0.04
C  -6.024  -23.747  2.111  -0.19
N  -4.692  -23.599  2.514  0.03
C  -4.225  -22.390  1.940  -0.21
C  -2.938  -21.948  2.069  -0.05
C  -2.574  -20.705  1.275  -0.18
C  -1.456  -20.743  0.461  -0.06
C  -1.063  -19.715  -0.357  -0.15
C  -1.833  -18.553  -0.386  -0.73
I  -1.666  -17.168  -1.928  0.85
C  -2.882  -18.395  0.575  -0.13
C  -3.294  -19.505  1.291  -0.05
C  -2.068  -22.412  3.133  -0.20
C  -0.882  -21.734  3.494  -0.01
C  -0.432  -22.300  4.673  0.00
C  -1.386  -23.298  5.135  -0.16
N  -2.389  -23.348  4.129  0.00
C  -1.272  -24.132  6.318  -0.04
C  -2.143  -25.270  6.533  -0.22
C  -2.004  -26.143  7.680  -0.01
C  -2.981  -27.108  7.583  0.00
C  -3.846  -26.734  6.477  -0.22
N  -3.241  -25.673  5.858  0.03
C  -0.133  -23.982  7.215  -0.19
C  0.761  -25.073  7.465  -0.05
C  1.881  -25.003  8.266  -0.12
C  2.258  -23.689  8.856  -0.76
I  4.123  -23.555  9.726  0.86
C  1.378  -22.644  8.680  -0.15
C  0.236  -22.774  7.828  -0.02
C  -5.264  -21.850  1.107  0.02
C  -6.402  -22.579  1.324  0.02
N  -5.600  -25.936  4.186  0.03
H  -7.560  -30.479  8.559  0.09
H  -7.257  -28.498  7.106  0.10
H  -3.287  -29.735  6.213  0.11
H  -3.571  -31.675  7.667  0.08
H  -7.217  -28.789  4.842  0.12
H  -8.283  -27.460  2.908  0.10
H  -8.976  -26.575  1.320  0.14
H  -11.153  -26.252  1.815  0.16
H  -10.650  -22.266  2.682  0.08
H  -8.296  -22.949  3.424  0.14
H  -0.839  -21.686  0.471  0.12
H  -0.201  -19.788  -1.007  0.10
H  -3.471  -17.495  0.652  0.09
H  -4.088  -19.335  2.007  0.12
H  -0.399  -20.873  2.985  0.13
H  0.428  -21.978  5.201  0.09
H  -1.336  -25.972  8.515  0.11
H  -2.990  -28.042  8.171  0.12
H  0.550  -26.014  6.986  0.11
H  2.549  -25.886  8.268  0.10
H  1.553  -21.703  9.153  0.09
H  -0.328  -21.848  7.670  0.12
H  -5.138  -20.974  0.462  0.12
H  -7.426  -22.331  1.017  0.11
Cl  -1.365  -24.710  -0.036  0.77
C  -0.816  -26.042  0.834  -0.63
C  0.374  -26.629  0.427  -0.13
C  0.934  -27.692  1.137  -0.62
Cl  2.521  -28.226  0.720  0.68
C  0.395  -28.185  2.318  -0.20
C  1.089  -29.036  3.217  -0.04
C  0.540  -29.352  4.421  -0.05
C  -0.684  -28.707  4.771  -0.12
N  -1.285  -27.802  4.006  0.13
C  -0.717  -27.484  2.811  -0.13
C  -1.471  -26.471  2.036  -0.29
O  -2.547  -25.984  2.579  -0.17
H  0.862  -26.266  -0.492  0.11
H  1.949  -29.589  2.873  0.08
H  1.012  -29.965  5.160  0.09
H  -1.162  -28.756  5.759  0.09
C  -12.953  -27.233  -0.320  -0.05
C  -11.431  -26.977  -0.523  -0.24
C  -10.868  -25.597  -0.288  -0.10
C  -9.285  -25.380  -0.387  -0.36
C  -8.842  -23.942  -0.824  -0.05
C  -8.628  -26.527  -1.069  -0.64
Se  -6.881  -26.441  -1.790  0.46
C  -9.275  -27.720  -1.273  -0.39
C  -8.622  -28.787  -2.140  -0.17
C  -10.610  -27.964  -0.942  -0.06
H  -13.350  -26.306  0.120  0.04
H  -13.053  -28.150  0.284  0.08
H  -13.427  -27.449  -1.261  0.06
H  -11.424  -24.780  -0.772  0.14
H  -8.797  -23.828  -1.900  0.07
H  -7.851  -23.665  -0.523  0.03
H  -9.574  -23.193  -0.414  0.10
H  -7.647  -29.185  -1.801  0.04
H  -8.359  -28.385  -3.145  0.05
H  -9.439  -29.571  -2.229  0.07
H  -11.035  -28.918  -1.312  0.12

Values from the calculation:
total charge	-1
Kohn-Sham gap (spin up / spin down)	0.10287 / 0.10271	hartree
electronic energy	-8008.43535	hartree
strongest force on any atom	4.19	eV Å⁻¹


This record from the Open Molecules 2025 dataset describes C21H10BrClN5O4Ru as an isolated structure at a distorted geometry. The level of theory is ωB97M-V with the def2-TZVPD basis set.

Each line ends with the Löwdin charge.
CARTESIAN COORDINATES (ANGSTROEM)
Ru  10.649  11.114  8.984  1.38
O  13.199  7.101  5.603  0.16
C  11.961  6.662  5.831  -0.48
O  11.553  5.634  5.374  0.10
C  11.085  7.523  6.688  -0.05
C  9.750  7.251  6.913  -0.51
Cl  8.890  5.921  6.302  0.91
N  9.233  8.237  7.701  -0.01
N  10.216  9.131  7.996  0.02
C  11.317  8.679  7.393  -0.14
C  12.566  9.429  7.690  -0.46
O  13.616  9.269  7.113  0.15
O  12.426  10.306  8.726  -0.19
C  7.939  8.427  8.336  -0.15
C  7.734  9.571  9.094  -0.05
C  6.522  9.807  9.706  -0.06
C  5.482  8.898  9.561  -0.05
C  5.699  7.752  8.810  -0.05
C  6.914  7.506  8.199  -0.03
H  13.387  7.917  6.093  0.06
H  8.487  10.296  9.267  0.02
H  6.405  10.705  10.302  0.12
H  4.526  9.067  10.041  0.12
H  4.902  7.031  8.690  0.12
H  7.037  6.605  7.633  0.05
N  9.571  12.725  8.591  0.07
C  9.345  13.645  7.922  -0.06
C  9.090  14.709  7.073  -0.16
C  8.159  14.494  6.056  -0.15
N  7.424  14.338  5.187  0.25
C  9.755  15.930  7.221  -0.14
N  10.273  16.956  7.272  0.25
Br  11.116  10.916  15.583  0.84
C  10.963  11.077  13.722  -0.67
C  10.892  9.938  12.931  -0.11
C  10.817  10.041  11.561  -0.09
C  10.781  11.306  10.919  -0.27
C  10.836  12.468  11.747  -0.07
C  10.936  12.346  13.130  -0.10
H  10.926  8.962  13.392  0.11
H  10.817  9.139  10.964  0.10
H  10.809  13.464  11.323  0.10
H  10.992  13.222  13.750  0.11

Values from the calculation:
total charge	+1
Kohn-Sham gap (spin up / spin down)	0.29258 / 0.18642	hartree
spin multiplicity	5
electronic energy	-4509.67822	hartree
strongest force on any atom	1.70	eV Å⁻¹


This record from the Open Molecules 2025 dataset describes a 2-piece molecular cluster, C17H19N3O3 overall at a distorted geometry. The level of theory is ωB97M-V with the def2-TZVPD basis set.

Each line ends with the Löwdin charge.
CARTESIAN COORDINATES (ANGSTROEM)
C  -1.561  2.283  -0.513  -0.24
C  -1.304  2.030  0.959  -0.17
O  -2.055  0.852  1.298  -0.02
C  -2.836  0.486  0.218  -0.63
O  -3.666  -0.390  0.342  0.04
N  -2.509  1.278  -0.851  -0.02
H  -1.959  3.295  -0.638  0.10
H  -0.618  2.146  -1.044  0.09
H  -0.247  1.848  1.164  0.11
H  -1.642  2.869  1.578  0.11
C  -0.777  1.169  -5.316  0.01
N  -0.758  -0.254  -5.580  -0.03
C  0.246  -0.859  -6.324  0.00
C  0.032  -2.192  -6.278  0.00
N  -1.109  -2.400  -5.518  -0.04
C  -1.607  -3.729  -5.207  0.01
C  -1.607  -1.203  -5.108  -0.08
C  -2.575  -1.015  -4.019  -0.31
C  -3.283  0.266  -3.958  -0.08
C  -3.686  0.815  -2.775  -0.02
C  -4.487  2.033  -2.798  -0.18
C  -4.916  2.576  -1.571  -0.02
C  -5.463  3.853  -1.492  -0.07
C  -5.747  4.554  -2.673  -0.10
C  -5.529  3.952  -3.915  -0.10
C  -4.934  2.681  -3.994  -0.03
O  -2.745  -1.926  -3.189  0.09
H  -1.774  1.511  -5.026  0.08
H  -0.069  1.434  -4.516  0.12
H  -0.477  1.692  -6.231  0.10
H  1.028  -0.293  -6.794  0.13
H  0.604  -3.002  -6.695  0.13
H  -2.671  -3.688  -4.965  0.10
H  -1.445  -4.368  -6.087  0.10
H  -1.055  -4.163  -4.360  0.12
H  -3.672  0.635  -4.922  0.10
H  -3.646  0.203  -1.888  0.09
H  -4.747  1.969  -0.679  0.12
H  -5.633  4.283  -0.508  0.10
H  -6.147  5.571  -2.615  0.10
H  -5.809  4.475  -4.832  0.10
H  -4.837  2.196  -4.964  0.09

Values from the calculation:
total charge	0
Kohn-Sham gap	0.20401	hartree
electronic energy	-1049.05026	hartree
strongest force on any atom	3.66	eV Å⁻¹


In order of appearance, ΔE to the lowest compared entry with this formula, charge and spin = 30.50 490.76 0.00 519.39 kJ/mol.